No. 1
12
Properties=species:S:1:pos:R:3 method="wB97M-V/def2-TZVPD" gap_ha=0.3446 e_tot_ev=-8339.8938 relative_energy_ev=0.5673 largest_force_ev_per_a=0.5 e_homo_ev=-9.591 smiles="CC(=O)C(C)=O" lumo_ev=-0.21
C 0.560 0.902 1.665
C 0.477 -0.158 0.602
O 1.079 -1.209 0.632
C -0.458 0.153 -0.588
O -1.072 1.198 -0.591
C -0.532 -0.873 -1.687
H 1.263 0.590 2.440
H 0.875 1.852 1.224
H -0.429 1.078 2.100
H -1.531 -0.861 -2.128
H 0.189 -0.606 -2.469
H -0.272 -1.866 -1.319


No. 2
15
Properties=species:S:1:pos:R:3 method="wB97M-V/def2-TZVPD" gap_ha=0.3297 e_tot_ev=-9301.5328 relative_energy_ev=4.8604 largest_force_ev_per_a=5.2 e_homo_ev=-8.161 smiles="[H]/N=C/CC/C=[NH+]/[O-]" lumo_ev=0.81
C 0.252 1.114 0.850
C -0.568 0.921 -0.368
C -1.257 -0.478 -0.208
C -0.400 -1.611 -0.632
N 1.527 1.066 0.924
N 0.842 -1.416 -0.586
O 2.295 1.615 1.695
H -0.232 1.640 1.545
H -1.280 1.827 -0.480
H 0.117 0.844 -1.240
H -1.680 -0.606 0.769
H -2.242 -0.675 -0.756
H -0.835 -2.534 -0.859
H 1.423 -2.185 -0.739
H 2.036 0.478 0.086